Formula: C25H30N5O2PtS2
Source: OMol25
Level of theory: ωB97M-V with the def2-TZVPD basis set

The calculation puts the largest force on an atom at 1.0 eV/Å. For the LUMO energy, the calculation gives -1.82 eV. The calculation puts the energy above the lowest of the compared OMol25 structures with the same formula, charge and spin at 0.00 kJ/mol. The electronic energy comes out at -2310.4596 hartree.

```
! wB97M-V def2-TZVPD RIJCOSX def2/J DEFGRID3
* xyz 1 1
Pt 1.0587 0.2228 2.0983
N 4.8968 -1.0402 2.8374
C 3.5855 -0.8155 2.7713
O 3.1201 -0.0836 1.8707
C 2.6485 -1.4162 3.7648
C 1.5188 -0.4029 3.9630
H 5.5066 -0.6182 2.1563
H 5.2896 -1.6247 3.5528
H 3.1592 -1.7240 4.6813
H 2.2493 -2.3111 3.2763
H 1.8962 0.4941 4.4606
H 0.7057 -0.8153 4.5584
C -1.0704 3.1138 -2.4885
N -0.4728 2.9382 -1.1805
C 0.7895 2.5385 -0.9523
S 1.3957 2.5358 0.6404
N 1.5110 2.1895 -2.0195
C 2.9048 1.7763 -1.9895
H -2.0806 3.4929 -2.3592
H -1.1373 2.1649 -3.0276
H -0.5164 3.8369 -3.0931
H -0.9645 3.2625 -0.3621
H 1.0844 2.2762 -2.9279
H 3.1725 1.5251 -0.9672
H 3.5532 2.5788 -2.3418
H 3.0317 0.9011 -2.6232
O 0.7014 -2.5854 0.6868
S 0.0994 -3.1074 -0.5731
C 1.1861 -2.5695 -1.8946
C 2.3964 -1.9944 -1.5493
C 3.3025 -1.6889 -2.5584
C 2.9846 -1.9421 -3.8842
C 1.7583 -2.5098 -4.2150
C 0.8565 -2.8376 -3.2169
C -1.3200 -2.0855 -0.9673
C -2.5115 -2.7436 -1.2289
C -3.6716 -2.0050 -1.4405
C -3.6276 -0.6227 -1.3568
C -2.4280 0.0281 -1.0790
C -1.2635 -0.6978 -0.8968
H 2.6136 -1.8066 -0.5047
H 4.2637 -1.2600 -2.3056
H 3.6964 -1.7075 -4.6648
H 1.5151 -2.7125 -5.2494
H -0.0917 -3.3013 -3.4639
H -2.5319 -3.8262 -1.2673
H -4.6017 -2.5110 -1.6626
H -4.5303 -0.0427 -1.5014
H -2.4071 1.1058 -0.9909
H -0.3217 -0.2009 -0.6846
N -2.9527 -0.7543 2.1656
C -1.6269 -0.9409 2.3066
N -0.9754 0.1993 2.3684
C -1.9310 1.2065 2.2524
C -1.7988 2.5943 2.2617
C -2.9527 3.3366 2.1060
C -4.2099 2.7247 1.9581
C -4.3516 1.3531 1.9703
C -3.1866 0.6072 2.1221
H -3.6370 -1.4883 2.1042
H -1.1474 -1.9062 2.3366
H -0.8282 3.0499 2.3791
H -2.8953 4.4173 2.1173
H -5.0881 3.3467 1.8487
H -5.3211 0.8829 1.8732
*
```